Molecular formula: C30H54O6S6
Method: DFT, wB97M-V/def2-TZVPD

Structure (XYZ):
```
96
Properties=species:S:1:pos:R:3:forces:R:3:mulliken_charge:R:1
C 1.84633 -5.58084 -2.75097 -0.85 0.65 0.32 -1.040
S 2.05841 -3.78882 -3.30943 -0.08 -0.51 1.69 0.364
O 0.90171 -2.96736 -2.72846 1.33 -1.15 -0.41 -0.466
C 3.52129 -3.64169 -2.16689 0.21 1.29 -0.19 -0.959
H 1.85376 -5.59254 -1.66106 0.31 0.20 0.08 0.270
H 2.60134 -6.27033 -3.12864 0.06 0.37 -0.22 0.469
H 0.84687 -5.93573 -3.00240 0.05 0.13 -0.54 0.336
H 3.23617 -3.41353 -1.13989 -0.61 -0.78 0.08 0.307
H 4.09759 -2.73859 -2.36781 -0.10 0.06 -0.78 0.287
H 4.22110 -4.47264 -2.25577 -0.40 -0.17 0.00 0.439
C 1.48438 0.82568 -3.48530 0.22 0.37 -0.03 0.077
S 3.21254 0.11732 -3.32003 0.88 1.65 -0.22 0.407
O 4.19284 1.23948 -3.74658 -1.97 -1.95 1.06 -0.646
C 3.21690 -0.03164 -1.46963 -0.77 0.82 -0.01 -0.392
H 0.66475 0.13651 -3.28197 0.42 -0.45 0.31 -0.292
H 1.32808 1.15897 -4.51126 0.56 -0.21 -0.20 0.535
H 1.34782 1.72134 -2.87930 0.30 -0.16 0.30 -0.294
H 4.09124 -0.42088 -0.94799 0.35 -0.08 -0.82 0.536
H 2.34773 -0.60909 -1.15465 0.02 -0.23 -0.36 -0.116
H 3.00415 0.95854 -1.06667 0.23 0.09 -0.12 0.107
C -2.65563 -0.50149 -3.93436 0.31 -0.86 0.16 -0.590
S -3.71625 -1.71686 -3.01667 -0.02 0.29 0.65 0.282
O -3.31050 -1.75335 -1.53135 0.00 -0.03 -1.69 -0.473
C -3.07761 -3.23162 -3.83335 0.58 0.72 0.32 -0.649
H -2.87647 -0.56131 -5.00008 -0.31 -0.16 0.05 0.454
H -1.62730 -0.84043 -3.80878 0.12 0.16 0.15 -0.051
H -2.76741 0.53671 -3.62172 -0.30 -0.30 0.30 0.344
H -1.99092 -3.16171 -3.88149 0.11 -0.06 0.14 0.065
H -3.45573 -3.28724 -4.85415 -0.27 -0.01 0.17 0.420
H -3.35744 -4.09006 -3.22271 -0.23 0.16 -0.15 0.242
C -1.86084 -4.68527 -0.73246 1.34 -0.19 1.03 -0.516
S -1.21525 -5.55362 0.79851 -3.43 -0.93 -0.58 0.540
O -2.46822 -5.56396 1.72691 2.00 0.56 -0.84 -0.679
C -1.26879 -7.18213 -0.03291 0.41 -0.69 -0.53 -1.004
H -1.74673 -3.64039 -0.44382 -0.50 0.05 -0.59 -0.306
H -2.86330 -5.03315 -0.98176 -0.01 0.15 0.53 0.504
H -1.19290 -4.91998 -1.56122 0.17 0.22 0.03 0.445
H -0.30063 -7.43439 -0.46551 0.33 0.21 0.28 0.343
H -1.93246 -7.21580 -0.89692 -0.35 0.47 0.24 0.335
H -1.55982 -8.02023 0.60033 0.08 0.45 0.50 0.382
C -0.16538 -1.14504 0.02748 -0.11 -0.27 0.64 0.065
S -0.38230 0.64028 0.40132 1.04 -0.29 -3.06 0.505
O 0.90956 1.23155 -0.15365 -1.49 -0.20 1.09 -0.216
C -1.59582 0.99862 -0.98434 -0.27 0.56 0.61 -0.599
H -1.07786 -1.71987 0.18576 -0.30 0.34 -0.42 -0.860
H 0.51553 -1.58795 0.75432 0.32 0.42 0.14 0.655
H 0.25784 -1.31719 -0.96214 -0.29 0.27 -0.12 0.007
H -1.98406 1.99902 -0.79315 -0.13 0.03 0.39 0.438
H -2.42830 0.29868 -1.05597 0.14 -0.18 0.33 0.228
H -1.15621 1.11902 -1.97448 0.77 -0.54 0.30 0.000
C -3.30001 -3.08319 3.90440 0.75 0.57 0.54 -0.821
S -2.77303 -1.55823 3.04961 0.46 -1.93 -0.95 0.674
O -1.27632 -1.69184 2.75472 -2.09 0.36 0.32 -0.219
C -3.84819 -1.79739 1.55960 0.27 0.93 -0.09 -0.672
H -2.94253 -3.04223 4.93330 -0.14 -0.04 -0.05 0.375
H -2.77298 -3.85343 3.34130 -0.20 -0.39 -0.18 0.239
H -4.38579 -3.14186 3.82860 0.19 0.04 0.05 0.402
H -4.83039 -2.14187 1.88320 0.11 0.29 0.49 0.570
H -3.48135 -2.56357 0.87659 0.59 0.18 0.09 0.145
H -3.92367 -0.80916 1.10594 0.01 -0.26 -0.32 0.272
C -2.32619 3.67114 4.85521 1.32 -3.48 -2.92 -0.615
C -1.99364 3.22827 3.54656 0.16 0.67 0.24 -0.107
C -1.79850 4.14593 2.49549 -0.70 -1.33 1.27 -0.052
C -1.98499 5.50269 2.76569 -0.09 -0.53 -0.72 -0.245
C -2.34016 5.91263 4.02111 0.46 0.06 0.68 -0.630
C -2.46202 4.96268 5.05191 -0.79 2.82 1.45 -0.255
H -2.32185 2.92026 5.63145 -0.32 0.18 0.26 0.355
H -1.82888 2.16387 3.46719 0.09 -0.14 -0.61 0.330
H -1.59269 3.75505 1.50997 0.25 0.22 -0.15 0.205
H -1.88704 6.22155 1.96566 0.12 0.11 -0.01 0.358
H -2.37317 6.98117 4.17454 -0.36 -0.01 0.42 0.355
H -2.68788 5.12219 6.09591 -0.07 1.36 0.04 0.314
C 2.80230 5.56069 -2.12969 0.50 0.16 -1.15 -0.711
C 2.29103 6.82025 -1.87507 -0.76 0.32 -0.01 -0.352
C 1.07895 6.92133 -1.21340 0.48 -1.55 1.29 -0.669
C 0.54303 5.70661 -0.68925 -1.39 2.50 -0.78 -0.371
C 0.98149 4.48248 -1.07397 -0.17 -0.86 -0.44 0.088
C 2.09546 4.40465 -1.87826 1.17 -0.13 0.59 -0.236
H 3.73430 5.52327 -2.67409 0.12 -0.24 -0.06 0.379
H 2.77691 7.69572 -2.27989 0.19 0.07 0.16 0.372
H 0.63289 7.86615 -0.94004 -0.07 0.06 -0.18 0.363
H -0.41762 5.79027 -0.20289 -0.03 -0.07 0.46 0.290
H 0.41700 3.59252 -0.83791 0.10 -0.11 0.25 0.450
H 2.53145 3.46277 -2.17687 -0.08 -0.13 -0.10 0.254
C 3.44222 2.85053 3.17932 0.78 -0.07 -0.10 -0.572
C 4.17289 2.25928 4.21323 -1.42 -0.83 -0.99 -0.570
C 4.14600 0.85556 4.26810 0.16 0.65 0.14 -0.286
C 3.51863 0.08861 3.27473 0.63 0.87 0.37 -0.938
C 2.87333 0.71833 2.20349 -0.04 -0.15 0.79 0.225
C 2.81087 2.10797 2.17196 0.23 0.36 0.70 -0.345
H 3.49019 3.92890 3.14441 -0.41 0.16 -0.25 0.374
H 4.61351 2.91491 4.94971 0.25 -0.34 0.17 0.387
H 4.62091 0.40037 5.12464 0.10 -0.39 -0.09 0.363
H 3.63063 -0.98257 3.35496 -0.30 -0.15 -0.16 0.385
H 2.35748 0.11439 1.47168 0.11 0.11 -0.23 0.333
H 2.26363 2.65738 1.42023 -0.01 -0.25 -0.25 0.575
```
Forces are in eV/Å.

The spin multiplicity is 2. Its LUMO energy (alpha / beta) is -3.052 / -7.821 eV. Its electronic energy is -4015.48243 a.u. As for the HOMO energy (alpha / beta): -10.352 / -10.352 eV. Its total charge is +1. As for the orbital gap (alpha / beta): 0.268 / 0.093 Ha.

---

Molecular formula: C30H55Br3O19S3
Method: DFT, wB97M-V/def2-TZVPD

Structure (XYZ):
```
110
Properties=species:S:1:pos:R:3:forces:R:3:mulliken_charge:R:1
O 1.57903 3.46023 32.36648 -0.77 -3.95 2.41 -0.634
C 1.42665 2.36810 32.98291 1.17 4.50 -3.13 0.488
O 2.48153 1.54255 33.14749 -0.04 0.57 0.23 -0.299
C 2.03927 0.34491 33.67716 -1.85 -3.31 1.15 -0.360
C 0.58484 0.48316 34.19577 0.82 1.33 1.27 -0.549
C 0.19151 1.81613 33.59203 -1.62 -0.52 -0.12 -0.344
H 2.55525 -0.12246 34.51588 1.11 0.81 -0.22 0.328
H 1.96641 -0.44905 32.93391 0.53 0.24 -0.55 0.264
H 0.54336 0.78229 35.24310 0.63 -0.89 0.43 0.191
H -0.01481 -0.42523 34.13799 -0.10 0.34 -0.71 0.424
H -0.11239 2.48521 34.39705 -0.16 0.24 -0.34 0.250
H -0.65860 1.67889 32.92376 0.27 0.65 -0.44 0.240
O 2.77000 0.62572 22.80274 -0.06 1.95 -4.55 -0.489
C 3.00468 0.11115 23.80422 -2.02 -0.26 3.18 0.431
O 2.99247 -1.22772 23.94371 0.24 0.13 -0.94 -0.364
C 3.35328 -1.54906 25.24381 -0.09 -1.13 1.08 -0.392
C 2.98157 -0.35915 26.12873 -0.61 0.02 0.94 -0.485
C 2.91232 0.81468 25.14654 2.64 -0.49 1.41 -0.381
H 4.41766 -1.78306 25.22272 0.22 0.24 0.42 0.257
H 2.84978 -2.47902 25.50792 -0.11 0.07 0.10 0.270
H 3.70468 -0.31886 26.94334 0.27 0.58 -0.21 0.333
H 2.03912 -0.39978 26.67484 -0.29 -0.78 -0.34 0.242
H 3.84554 1.33762 25.35568 0.26 0.34 -0.63 0.185
H 2.17652 1.60488 25.29581 -0.45 -0.65 -0.48 0.393
O 7.30419 9.49823 36.84652 -2.59 -2.60 -0.85 -0.575
C 6.45236 8.83895 36.24032 3.27 3.43 0.06 0.445
O 6.05500 9.42816 34.98483 1.46 -1.25 3.79 -0.328
C 5.22012 8.53652 34.34749 -1.41 -0.13 -0.49 -0.347
C 5.08820 7.25732 35.18901 -0.44 -1.67 -0.63 -0.465
C 5.72163 7.49713 36.51652 0.32 2.02 0.10 -0.314
H 5.66540 8.49244 33.35357 -0.75 -0.79 -0.25 0.305
H 4.23926 9.01039 34.38576 -0.23 -0.06 -0.88 0.213
H 5.56450 6.36336 34.78644 0.06 0.24 -0.60 0.268
H 4.05887 6.95176 35.37664 -0.16 0.24 -0.54 0.288
H 6.28856 6.63465 36.86698 0.46 0.63 0.09 0.304
H 4.97753 7.75627 37.26969 0.03 -0.07 0.18 0.208
O -2.84453 13.73913 23.93340 0.34 2.82 0.33 -0.625
C -2.76179 14.93717 24.21387 -1.30 -3.45 -0.83 0.584
O -1.67793 15.45841 24.79342 0.09 -3.01 -1.23 -0.332
C -1.92627 16.73058 25.17118 0.87 2.86 0.71 -0.372
C -3.41988 16.93857 25.24862 -0.27 0.50 0.50 -0.478
C -3.89111 15.97819 24.14769 0.29 -0.19 0.85 -0.378
H -1.55422 17.40574 24.40059 0.41 0.26 0.01 0.224
H -1.31208 16.81089 26.06808 -0.44 0.87 0.26 0.295
H -3.67263 17.98880 25.10295 -0.01 -0.07 -0.28 0.320
H -3.77852 16.71796 26.25401 -0.24 -0.50 -0.13 0.260
H -3.95951 16.46929 23.17700 0.17 -0.13 -0.04 0.244
H -4.83723 15.48389 24.36814 0.12 0.03 -0.16 0.263
O 1.53938 13.15503 32.32184 -0.22 0.88 -0.26 -0.531
C 0.89239 13.56342 31.40167 0.58 -0.13 1.13 0.457
O 0.77010 14.93337 31.08511 1.43 -1.87 1.95 -0.361
C 0.01166 15.09081 29.96085 -0.51 -0.85 -2.42 -0.347
C -0.10082 13.65980 29.32441 -1.48 0.41 -0.69 -0.491
C 0.14801 12.67989 30.43026 -0.09 0.50 -0.30 -0.265
H 0.48558 15.71077 29.19983 0.29 0.38 0.35 0.249
H -0.93335 15.56480 30.22617 -0.28 -0.29 -0.10 0.291
H 0.62706 13.39327 28.55808 -0.02 0.93 -0.25 0.278
H -1.10293 13.58530 28.90213 0.10 -0.25 -0.27 0.301
H 0.78483 11.87191 30.07008 0.09 0.04 0.44 0.167
H -0.75543 12.22334 30.83456 0.10 0.25 0.40 0.252
O 2.67114 6.77663 25.08719 0.54 2.59 2.02 -0.573
S 2.97718 7.96873 25.91784 -0.62 1.04 -1.54 1.091
O 4.16165 8.79105 25.66876 -1.75 -1.72 0.39 -0.606
O 1.72144 9.10070 25.88715 0.64 -1.60 -0.14 -0.277
C 0.48923 8.73924 25.21596 -0.32 0.08 -0.85 -0.366
C 0.72865 8.90311 23.70411 -1.02 -0.10 1.05 -0.950
C 2.83745 7.67537 27.65546 -0.31 -1.17 0.58 -0.938
H -0.30958 9.39288 25.56632 0.46 0.60 0.13 0.375
H 0.07685 7.77066 25.49861 0.74 -0.47 -0.02 0.263
H -0.17681 8.69564 23.13385 -0.07 -0.34 0.06 0.367
H 1.51021 8.18921 23.44407 0.11 0.57 -0.45 0.334
H 0.88786 9.97075 23.55280 0.79 -0.21 -0.30 0.239
H 1.89433 7.22510 27.96511 -0.55 0.39 -0.73 0.334
H 2.93182 8.62808 28.17655 0.48 -0.24 -0.13 0.315
H 3.47944 6.84917 27.96098 0.88 0.59 -0.07 0.392
O 8.86989 5.58103 28.01266 -0.90 -0.61 0.34 -0.612
S 10.01373 6.31275 27.61442 1.14 1.07 -1.20 1.132
O 10.83191 6.92425 28.64993 -0.78 -0.39 -1.60 -0.607
O 10.95327 5.33266 26.67635 -0.90 2.57 0.21 -0.220
C 11.26201 4.06637 27.15264 0.96 -1.82 -1.13 -0.330
C 11.95012 3.28321 25.99188 -1.10 0.54 1.48 -1.113
C 9.53256 7.49954 26.20131 0.98 -0.69 0.96 -0.837
H 10.34047 3.52402 27.36413 0.11 0.07 0.65 0.364
H 12.01168 4.07717 27.94382 -0.51 0.30 0.52 0.319
H 12.81011 3.83865 25.61767 -0.10 -0.25 -0.13 0.321
H 11.17497 3.06929 25.25604 0.43 -0.04 -0.32 0.257
H 12.22626 2.37758 26.53194 0.39 -0.31 -0.63 0.369
H 9.23292 8.46307 26.61353 0.24 -0.18 0.23 0.345
H 8.73810 7.13019 25.55284 0.03 -0.55 0.49 0.316
H 10.44908 7.56866 25.61536 -0.04 0.26 0.11 0.297
O 7.72687 4.72980 23.26870 0.73 0.32 -1.53 -0.569
S 8.16228 4.29744 21.95029 -2.38 0.70 -1.05 1.138
O 8.21488 2.87758 21.76072 1.06 0.34 -0.11 -0.603
O 7.12285 4.82660 20.71717 0.37 -0.12 1.72 -0.283
C 5.68583 4.67401 20.94473 -0.99 0.27 -0.34 -0.153
C 4.93137 5.73607 20.14565 0.66 0.91 0.40 -1.210
C 9.61645 5.25565 21.32179 -0.49 -0.82 0.42 -0.866
H 5.42111 4.79869 21.99472 0.41 -0.12 0.10 0.319
H 5.28628 3.72560 20.58560 0.73 -0.44 0.27 0.245
H 3.91299 5.94376 20.47410 -0.15 -0.79 0.16 0.370
H 4.92143 5.55254 19.07126 0.18 0.06 0.09 0.291
H 5.40241 6.68829 20.38957 0.29 0.18 -0.50 0.337
H 10.46095 4.65019 21.65092 0.11 0.23 -0.02 0.329
H 9.64186 6.26752 21.72624 -0.24 -0.30 0.33 0.320
H 9.59845 5.33881 20.23512 -0.27 -0.43 0.13 0.331
C 0.75686 15.60451 20.20835 0.19 -0.69 -0.83 -0.315
Br 2.17034 16.21514 18.93627 -0.83 -0.31 1.02 -0.032
Br 0.24200 13.74128 19.70992 0.05 1.13 0.24 -0.009
Br -0.72400 16.85886 20.23083 0.42 -0.52 0.01 -0.004
H 1.13667 15.48519 21.22305 0.14 0.38 -0.40 0.355
```
Forces are in eV/Å.

Its LUMO energy is -0.411 eV. Its electronic energy is -11522.06840 a.u. As for the HOMO energy: -10.013 eV. As for the orbital gap: 0.353 Ha.

---

- electronic energy of number 1 (C30H54O6S6)?
  -4015.48243 a.u.

---

- Which formula does entry 1 have?
  C30H54O6S6

---

- Among the records above, which one has the highest electronic energy?
  C30H54O6S6